# 1
Density functional theory data (the ωB97M-V functional and the def2-TZVPD basis) for a cluster of 29 separate species, H58O29 in total in a non-equilibrium geometry.

```
87
H58O29 the ωB97M-V functional and the def2-TZVPD basis
O -0.28384 -0.27335 0.47267
H -0.24156 -0.85354 -0.28747
H 0.23679 0.48960 0.22150
O -3.46709 -3.42897 2.79102
H -3.70502 -2.95432 1.99457
H -4.21928 -3.99408 2.96736
O 2.46380 0.57516 -0.04647
H 2.64945 1.41600 -0.46448
H 3.06093 -0.04089 -0.47090
O -0.27270 -2.67049 -1.19324
H -0.53624 -2.33140 -2.04870
H -0.49247 -3.60154 -1.22607
O 3.42926 3.78961 1.50958
H 4.11537 3.54267 2.12967
H 3.54365 4.73213 1.38791
O 3.86841 -3.77123 1.03543
H 3.21977 -3.57492 0.35943
H 3.45327 -4.44075 1.57915
O 3.32021 4.43181 -1.36316
H 3.24008 4.04545 -0.49107
H 3.42187 5.36980 -1.20168
O -0.54947 1.37108 -2.78286
H -0.10262 1.68879 -3.56748
H -0.19918 1.90899 -2.07280
O -1.90826 2.53575 2.43451
H -2.15821 1.66067 2.13788
H -2.68396 2.86623 2.88761
O 4.74757 -0.36064 1.88862
H 3.83643 -0.58380 2.07903
H 4.94405 0.36845 2.47689
O 1.92314 -0.65590 2.22283
H 2.02852 -0.38170 1.31182
H 1.65744 0.13984 2.68375
O 3.90524 2.18553 -2.92809
H 3.58992 2.97285 -2.48432
H 3.29828 2.06201 -3.65787
O -2.92406 0.46200 0.68304
H -3.55026 -0.25464 0.58040
H -2.07843 0.02765 0.79472
O -3.89833 2.49016 -0.84103
H -3.48025 1.69939 -0.50026
H -4.27389 2.22087 -1.67928
O 1.78326 0.81168 5.78421
H 1.70522 0.89558 4.83390
H 2.37901 1.51616 6.03921
O -1.20893 -2.18465 3.67217
H -0.53059 -2.29259 3.00551
H -1.91808 -2.76165 3.38860
O 1.64985 -1.48850 -3.78775
H 1.18205 -2.15100 -4.29617
H 2.04880 -0.91878 -4.44539
O -0.99072 5.01990 3.06906
H -1.81253 5.50815 3.11870
H -1.25672 4.10048 3.08094
O 0.91569 1.61015 3.14258
H 1.12392 2.53190 3.29504
H 0.02570 1.62025 2.79037
O -0.44482 3.32926 -0.41316
H -0.86610 3.00390 0.38239
H -1.17098 3.58732 -0.98091
O -4.52655 -2.24409 -2.47401
H -4.54488 -2.36978 -3.42274
H -3.75430 -1.70023 -2.31885
O 0.96049 -3.18368 1.95279
H 0.91286 -2.90561 1.03810
H 1.52573 -2.53469 2.37179
O 0.99298 5.66354 0.94380
H 0.39243 5.24390 1.55983
H 0.99998 5.08336 0.18251
O -3.92596 1.49683 -3.40792
H -3.04869 1.20302 -3.16234
H -3.77686 2.16314 -4.07876
O -0.41644 -5.32250 -0.69770
H 0.49516 -5.36227 -0.40850
H -0.86105 -5.99617 -0.18319
O 2.32126 -3.90709 -1.19988
H 1.38407 -3.71327 -1.21814
H 2.47472 -4.42477 -1.99025
O -1.47583 -1.28333 -3.37538
H -1.39415 -1.02626 -4.29379
H -1.12871 -0.53772 -2.88568
O -4.25264 -1.95738 0.34093
H -4.53795 -2.24887 -0.52501
H -5.06219 -1.87366 0.84476
O -0.04690 -3.62155 -4.79837
H -0.56836 -4.33402 -5.16810
H -0.68015 -2.92443 -4.62731
```

Computed properties:
- Highest occupied orbital energy: -9.4414 eV
- Net charge: 0
- Multiplicity: 1
- E_tot: -2216.7748 hartree

Atomic partial charges in e from the Löwdin method, atoms 1 to 2: -0.0232 0.0187

***

# 2
Density functional theory data (the ωB97M-V functional and the def2-TZVPD basis) for an isolated molecule of H5N2P in a non-equilibrium geometry.

```
8
H5N2P the ωB97M-V functional and the def2-TZVPD basis
N 1.14051 -0.15423 -0.08517
N -0.10175 0.56154 0.27862
P -1.65104 -0.11837 -0.01697
H 1.50389 0.20832 -1.05198
H 1.80705 0.02291 0.60172
H 0.10794 1.62368 0.15086
H -1.66964 -1.22359 1.11122
H -1.13696 -0.92026 -0.98829
```

Computed properties:
- SMILES string: NNP
- Highest occupied orbital energy: -9.1319 eV
- Net charge: 0
- Multiplicity: 1
- E_tot: -453.7763 hartree

Atomic partial charges in e from the natural (NBO) method, atoms 1 to 2: -0.6704 -0.8093

***

# 3
Density functional theory data (the ωB97M-V functional and the def2-TZVPD basis) for a cluster of 2 separate species, H5N2P in total in a non-equilibrium geometry.

```
8
H5N2P the ωB97M-V functional and the def2-TZVPD basis
H 2.18718 0.38085 1.26196
N 2.72986 -0.12965 0.40513
N 2.30623 0.12559 -0.66643
H 1.57453 0.90718 -0.71936
P -2.48479 0.08850 0.24504
H -1.62337 -0.81536 0.77239
H -3.12776 -0.88861 -0.60882
H -1.56188 0.33150 -0.68989
```

Computed properties:
- SMILES string: [H]/N=N\[H].P
- Highest occupied orbital energy: -9.1872 eV
- Net charge: 0
- Multiplicity: 1
- E_tot: -453.7409 hartree

Atomic partial charges in e from the natural (NBO) method, atoms 1 to 2: 0.2493 -0.2504

***

# 4
Density functional theory data (the ωB97M-V functional and the def2-TZVPD basis) for a cluster of 2 separate species, H5N2PS2 in total in a non-equilibrium geometry.

```
10
H5N2PS2 the ωB97M-V functional and the def2-TZVPD basis
N -0.10736 0.54569 -0.34763
N 1.35138 -1.54778 0.16728
P 1.34458 0.11771 -0.05225
S 3.09574 0.83802 0.16584
S -3.24030 1.17809 0.17399
H -0.37550 1.48360 -0.57192
H 2.26003 -1.84020 -0.11432
H 0.66741 -2.22480 -0.15313
H -2.34351 0.68816 -0.54764
H -2.65246 0.76151 1.27978
```

Computed properties:
- Highest occupied orbital energy: -9.5704 eV
- Net charge: 0
- Multiplicity: 1
- E_tot: -1250.2456 hartree

Atomic partial charges in e from the natural (NBO) method, atoms 1 to 2: -1.2422 -1.1518

***

# 5
Density functional theory data (the ωB97M-V functional and the def2-TZVPD basis) for the ion H5N4O with charge -1 in a non-equilibrium geometry.

```
10
H5N4O the ωB97M-V functional and the def2-TZVPD basis
N 0.81409 1.07068 -1.08756
N 0.78838 -0.33969 -0.80008
N 0.24569 -0.37931 0.76121
N -1.05456 -1.03998 0.62198
O 0.00326 0.87680 1.11597
H 1.78355 1.11095 -1.06463
H 0.34004 1.55481 -0.26825
H 0.02910 -0.92955 -1.22517
H -1.12133 -1.64991 1.44632
H -1.82823 -0.27480 0.50020
```

Computed properties:
- SMILES string: NNN(N)[O-]
- Highest occupied orbital energy: -2.1842 eV
- Net charge: -1
- Multiplicity: 1
- E_tot: -297.1084 hartree

Atomic partial charges in e from the natural (NBO) method, atoms 1 to 2: -0.7517 -0.4541

***

# 6
Density functional theory data (the ωB97M-V functional and the def2-TZVPD basis) for a structure of composition H5NO2Si in a non-equilibrium geometry.

```
9
H5NO2Si the ωB97M-V functional and the def2-TZVPD basis
N 0.61604 1.35502 -0.23372
O -0.69692 0.24652 -2.25742
O -0.51337 -1.27683 -0.02066
Si -0.22956 -0.00938 -0.74843
H 0.36061 2.18804 -0.71036
H 0.97028 1.47603 0.69236
H -1.28278 0.95327 -2.38262
H 0.51550 -2.34326 3.20712
H 0.26020 -2.58942 2.45373
```

Computed properties:
- Highest occupied orbital energy: -10.5653 eV
- Net charge: 0
- Multiplicity: 1
- E_tot: -497.7761 hartree

Atomic partial charges in e from the natural (NBO) method, atoms 1 to 2: -1.3158 -1.0847

***

# 7
Density functional theory data (the ωB97M-V functional and the def2-TZVPD basis) for an isolated molecule of H5NOS2Si in a non-equilibrium geometry.

```
10
H5NOS2Si the ωB97M-V functional and the def2-TZVPD basis
N 0.42978 -0.32186 1.35451
O -1.68017 -1.28157 -0.18690
Si -0.35806 -0.30414 -0.19838
S -3.71972 1.15176 -0.03798
S -1.39493 1.66094 -0.42124
H 1.38672 -0.07341 1.67032
H -0.01852 -0.82140 2.08002
H 0.36430 -0.51771 -1.48558
H -2.30117 -0.94304 0.42292
H -1.24616 2.57748 0.52439
```

Computed properties:
- Highest occupied orbital energy: -8.2309 eV
- Net charge: 0
- Multiplicity: 1
- E_tot: -1218.8806 hartree

Atomic partial charges in e from the natural (NBO) method, atoms 1 to 2: -1.3278 -1.0650

***

# 8
Density functional theory data (the ωB97M-V functional and the def2-TZVPD basis) for an isolated molecule of H5NOSSi in a non-equilibrium geometry.

```
9
H5NOSSi the ωB97M-V functional and the def2-TZVPD basis
N 1.01708 0.92624 0.48415
O -0.11476 -2.11009 0.30195
Si -0.03739 -0.10927 -0.36198
S -2.05180 0.41849 0.09842
H 1.98517 0.99225 0.21335
H 0.91878 1.02395 1.48107
H -0.14603 -2.66489 -0.47384
H 0.30583 -0.20688 -1.75917
H -1.87689 1.73020 0.01604
```

Computed properties:
- ⟨S²⟩: 2.01
- Highest occupied orbital energy (spin up / spin down): -3.8996 / -9.4003 eV
- Net charge: 0
- Multiplicity: 3
- E_tot: -820.4966 hartree

Atomic partial charges in e from the natural (NBO) method, atoms 1 to 2: -1.2971 -0.9626

***

# 9
Density functional theory data (the ωB97M-V functional and the def2-TZVPD basis) for a structure of composition H5NP2S2 in a non-equilibrium geometry.

```
10
H5NP2S2 the ωB97M-V functional and the def2-TZVPD basis
N -0.44374 -0.83260 0.40531
P 1.19562 -0.86410 -0.07753
P -1.46698 0.16404 -0.43197
S -3.19537 0.44154 0.36385
S 2.10630 0.84738 0.47837
H -0.41350 -0.59156 1.40909
H 1.60106 -1.48505 1.11114
H -0.74181 1.52498 -0.60989
H -1.09097 -0.37275 -1.95741
H 2.44940 1.16812 -0.69097
```

Computed properties:
- Highest occupied orbital energy: -9.0956 eV
- Net charge: 0
- Multiplicity: 1
- E_tot: -1536.8161 hartree

Atomic partial charges in e from the natural (NBO) method, atoms 1 to 2: -1.2582 0.6391

***

# 10
Density functional theory data (the ωB97M-V functional and the def2-TZVPD basis) for an isolated molecule of H5NP4 in a non-equilibrium geometry.

```
10
H5NP4 the ωB97M-V functional and the def2-TZVPD basis
N -2.07625 -0.30169 -0.55420
P -1.20077 -1.41783 0.03892
P 0.36093 0.03060 0.95280
P 1.77815 -1.12347 -0.39217
P -0.16650 1.80725 -0.24295
H -3.04659 -0.44493 -0.94267
H 2.95205 -1.15178 0.16730
H 1.28495 -2.40332 -0.05453
H 0.89300 2.48100 0.31056
H -0.77898 2.52418 0.71695
```

Computed properties:
- SMILES string: N=P#P(P)P
- Highest occupied orbital energy: -8.2854 eV
- Net charge: 0
- Multiplicity: 1
- E_tot: -1423.0796 hartree

Atomic partial charges in e from the natural (NBO) method, atoms 1 to 2: -1.1655 0.8506

***

# 11
Density functional theory data (the ωB97M-V functional and the def2-TZVPD basis) for a cluster of 3 separate species, H5O3 in total in a non-equilibrium geometry.

```
8
H5O3 the ωB97M-V functional and the def2-TZVPD basis
O -1.13745 -0.07184 0.06440
H -1.56986 -0.88637 -0.26663
O 0.60966 0.22981 -1.85777
H 0.27696 0.93713 -2.43116
H -0.08447 0.12121 -1.12006
O 0.66174 -0.17854 1.80778
H -0.03264 -0.00656 1.01562
H 0.15210 0.14683 2.56446
```

Computed properties:
- Highest occupied orbital energy: -4.0359 eV
- Net charge: -1
- Multiplicity: 1
- E_tot: -228.7425 hartree

Atomic partial charges in e from the natural (NBO) method, atoms 1 to 2: -1.2340 0.4275

***

Q: What is the E_tot in the sixth record?
A: -497.7761 hartree

***

Q: Which of these has the highest E_tot?
A: H5O3